A cluster of 4 separate species, C31H29BClNO11P in total at a distorted geometry, computed with ωB97M-V/def2-TZVPD.

```
! wB97M-V def2-TZVPD RIJCOSX def2/J DEFGRID3
* xyz 1 1
C -1.053 -3.656 1.142
C -0.387 -4.035 0.172
C 0.392 -4.208 -1.173
C 0.458 -2.814 -1.960
C -0.707 -2.751 -3.046
N -0.297 -2.099 -4.347
C -1.490 -1.740 -5.177
B -2.221 -3.085 -5.806
O -2.961 -3.957 -4.963
O -2.180 -3.383 -7.202
O 0.564 -1.049 -4.030
C -0.042 0.240 -3.983
O 0.156 0.971 -4.932
C -0.871 0.830 -2.810
C -2.377 0.884 -2.823
C -3.166 1.490 -1.696
C -2.492 2.082 -0.503
C -1.000 2.046 -0.486
C -0.227 1.437 -1.589
P 0.701 -3.231 -5.444
O 2.151 -2.431 -5.689
Cl 1.119 -5.026 -4.462
H -1.593 -3.064 1.918
H -0.082 -5.030 -1.771
H 1.447 -4.545 -0.955
H 1.488 -2.814 -2.438
H 0.454 -1.938 -1.258
H -1.087 -3.800 -3.156
H -1.567 -2.152 -2.608
H -1.222 -1.132 -6.096
H -2.318 -1.249 -4.576
H -3.153 -3.424 -4.165
H -3.109 -3.226 -7.478
H -2.992 0.509 -3.681
H -4.290 1.542 -1.726
H -3.084 2.558 0.327
H -0.482 2.519 0.392
H 0.890 1.457 -1.523
H 2.670 -2.358 -4.859
C -5.074 6.677 3.130
C -5.339 5.678 2.290
C -4.351 4.607 2.035
O -4.594 3.695 1.264
C -3.059 4.686 2.750
C -2.792 5.684 3.590
C -3.781 6.756 3.846
O -3.540 7.664 4.613
H -5.785 7.469 3.328
H -6.280 5.603 1.759
H -2.348 3.894 2.552
H -1.851 5.757 4.120
C 1.892 4.002 4.681
C 2.645 3.606 5.705
C 2.565 4.278 7.022
O 3.252 3.919 7.954
C 1.615 5.405 7.156
C 0.862 5.801 6.131
C 0.943 5.129 4.815
O 0.253 5.489 3.879
H 1.938 3.523 3.711
H 3.345 2.783 5.624
H 1.569 5.885 8.125
H 0.163 6.624 6.211
C 4.920 -6.648 1.427
C 3.921 -5.771 1.340
C 4.077 -4.502 0.596
O 3.163 -3.700 0.518
C 5.383 -4.243 -0.048
C 6.383 -5.119 0.038
C 6.228 -6.390 0.782
O 7.137 -7.189 0.860
H 4.825 -7.581 1.967
H 2.958 -5.944 1.804
H 5.478 -3.309 -0.588
H 7.346 -4.946 -0.426
*
```

LUMO level ... -3.71 eV
Orbital gap ... 8.105 eV

Löwdin population analysis, charges in e, atoms 1 to 4: 0.08, -0.11, -0.20, -0.16

***

A structure of composition C22H28IrN5O5S at a distorted geometry, computed with ωB97M-V/def2-TZVPD.

```
! wB97M-V def2-TZVPD RIJCOSX def2/J DEFGRID3
* xyz 1 2
Ir 0.488 0.854 0.371
C -2.968 4.534 -1.231
C -3.585 3.177 -1.537
N -2.660 2.258 -2.194
C -1.675 1.581 -1.595
S -1.662 1.544 0.157
N -0.808 0.948 -2.335
N 0.099 0.232 -1.608
C 0.919 -0.518 -2.255
C 1.030 -0.558 -3.739
C 1.727 -1.411 -1.413
C 2.679 -2.281 -1.924
C 3.332 -3.140 -1.057
C 3.008 -3.113 0.289
C 2.051 -2.210 0.715
N 1.420 -1.381 -0.110
H -3.697 5.171 -0.730
H -2.652 5.031 -2.149
H -2.103 4.426 -0.576
H -4.435 3.287 -2.208
H -3.962 2.704 -0.630
H -2.629 2.241 -3.202
H 0.310 0.113 -4.191
H 0.871 -1.568 -4.121
H 2.037 -0.247 -4.028
H 2.901 -2.282 -2.981
H 4.080 -3.827 -1.429
H 3.487 -3.771 1.000
H 1.801 -2.154 1.768
N -0.379 -0.497 1.803
C -0.176 -0.165 3.241
C 1.269 0.215 3.504
C 1.570 1.616 3.012
O 2.365 2.349 3.539
O 0.842 2.009 1.963
H -1.374 -0.510 1.587
H -0.057 -1.442 1.628
H -0.484 -1.019 3.845
H -0.834 0.669 3.478
H 1.945 -0.472 2.987
H 1.510 0.158 4.564
C 0.721 7.360 -0.533
O 1.976 6.986 0.021
C 2.277 5.683 0.094
C 3.527 5.384 0.669
C 3.916 4.081 0.779
C 3.083 3.027 0.353
C 3.492 1.659 0.477
C 4.930 1.308 0.709
O 2.702 0.684 0.390
C 1.830 3.346 -0.202
O 1.014 2.417 -0.693
C 1.435 4.672 -0.349
H 0.685 8.443 -0.486
H -0.100 6.940 0.051
H 0.642 7.035 -1.573
H 4.146 6.198 1.018
H 4.872 3.854 1.232
H 5.603 1.962 0.160
H 5.095 0.271 0.430
H 5.146 1.416 1.776
H 0.472 4.869 -0.795
*
```

LUMO level (alpha / beta) ... -3.35 / -4.53 eV
Orbital gap (alpha / beta) ... 7.434 / 6.200 eV
Energy relative to the best compared isomer or geometry (same formula, charge and spin) ... 5.98 kcal per mole

Löwdin population analysis, charges in e, atoms 1 to 4: 1.43, -0.08, -0.26, 0.01

***

A structure of composition C3H5Cl3NO2P at a distorted geometry, computed with ωB97M-V/def2-TZVPD.

```
! wB97M-V def2-TZVPD RIJCOSX def2/J DEFGRID3
* xyz 0 1
C -2.405 -0.392 0.693
C 2.235 -1.248 0.074
C 1.649 0.221 -0.177
N -2.397 0.127 -0.416
O -2.641 2.783 -0.111
O 0.753 0.636 0.743
P -1.759 1.667 -0.509
Cl -3.092 -1.912 0.997
Cl -1.773 0.354 2.088
Cl -1.289 1.955 -2.484
H 2.867 -1.566 -0.768
H 2.675 -1.338 1.110
H 1.478 -2.135 -0.109
H 1.128 0.099 -1.124
H 2.571 0.747 -0.007
*
```

LUMO level (alpha / beta) ... -3.25 / -3.22 eV
Orbital gap (alpha / beta) ... 5.559 / 5.766 eV
Energy relative to the best compared isomer or geometry (same formula, charge and spin) ... 130.51 kcal per mole

natural (NBO) population analysis, charges in e, atoms 1 to 4: 0.23, -0.64, -0.10, -0.79

***

The ion C5H9N2 with charge +1 at a distorted geometry, computed with ωB97M-V/def2-TZVPD.

```
! wB97M-V def2-TZVPD RIJCOSX def2/J DEFGRID3
* xyz 1 1
C -1.849 0.290 -1.379
C -0.766 -0.056 -0.993
C 0.502 -0.473 -0.533
C 1.596 -0.097 -1.468
N 0.740 0.362 0.869
C -0.281 0.465 1.814
N -1.229 -0.432 1.852
H -2.880 0.527 -1.779
H 0.438 -1.589 -0.442
H 1.724 -0.755 -2.255
H 1.602 0.932 -1.699
H 2.555 -0.001 -0.842
H 1.257 1.182 0.638
H -0.039 1.180 2.564
H -1.913 -0.434 2.518
H -1.455 -1.103 1.134
*
```

LUMO level ... -4.05 eV
Orbital gap ... 10.381 eV
Energy relative to the best compared isomer or geometry (same formula, charge and spin) ... 90.79 kcal per mole
SMILES ... C#C[C@@H](C)NC=[NH2+]

natural (NBO) population analysis, charges in e, atoms 1 to 4: -0.15, -0.11, -0.11, -0.62

***

The molecule C2H6N4S at a distorted geometry, computed with ωB97M-V/def2-TZVPD.

```
! wB97M-V def2-TZVPD RIJCOSX def2/J DEFGRID3
* xyz 0 1
C 2.880 -0.698 -0.095
C -2.237 0.104 -0.192
N 2.997 0.526 -0.395
N 2.412 1.570 0.106
N 1.146 1.754 0.281
N 0.154 1.043 -0.129
S -1.373 1.696 -0.126
H 2.171 -1.086 0.636
H 3.532 -1.394 -0.595
H -1.575 -0.582 -0.710
H -3.166 0.236 -0.735
H -2.430 -0.241 0.820
H 0.974 2.712 0.621
*
```

LUMO level ... 0.26 eV
Orbital gap ... 7.624 eV
Energy relative to the best compared isomer or geometry (same formula, charge and spin) ... 114.99 kcal per mole

natural (NBO) population analysis, charges in e, atoms 1 to 4: -0.10, -0.73, -0.24, -0.15

***

A cluster of 2 separate species, C5H12O2 in total, computed with ωB97M-V/def2-TZVPD.

```
! wB97M-V def2-TZVPD RIJCOSX def2/J DEFGRID3
* xyz 0 1
C -0.602 1.196 2.079
O -0.676 0.193 1.248
C -0.415 0.163 -0.021
C 2.589 0.719 0.670
C -0.388 -1.148 -0.731
C -1.408 -1.168 -1.872
O -2.724 -1.029 -1.390
H -0.337 2.178 1.698
H 1.840 0.805 1.466
H -1.030 1.011 3.051
H -0.140 1.103 -0.497
H 3.584 0.683 1.118
H 2.520 1.584 0.005
H 2.424 -0.193 0.090
H -0.623 -1.949 -0.020
H 0.614 -1.357 -1.141
H -1.157 -0.369 -2.591
H -1.367 -2.120 -2.410
H -2.704 -0.301 -0.751
*
```

LUMO level (alpha / beta) ... 0.61 / 0.61 eV
Orbital gap (alpha / beta) ... 8.190 / 7.963 eV
Energy relative to the best compared isomer or geometry (same formula, charge and spin) ... 100.48 kcal per mole

natural (NBO) population analysis, charges in e, atoms 1 to 4: -0.18, -0.36, 0.07, -0.86

***

The ion CH3N4Si with charge -1 at a distorted geometry, computed with ωB97M-V/def2-TZVPD.

```
! wB97M-V def2-TZVPD RIJCOSX def2/J DEFGRID3
* xyz -1 1
C 0.259 1.330 0.110
N 1.493 -0.863 0.003
N 0.362 -1.178 0.070
N 1.362 1.698 0.281
N 2.576 -0.542 -0.040
Si -1.067 -0.058 0.099
H -1.867 0.914 0.848
H -1.763 -1.404 -0.005
H -1.355 0.103 -1.366
*
```

LUMO level ... 4.37 eV
Orbital gap ... 9.099 eV
Energy relative to the best compared isomer or geometry (same formula, charge and spin) ... 38.47 kcal per mole

natural (NBO) population analysis, charges in e, atoms 1 to 4: -0.12, 0.26, -0.64, -0.48

***

A structure of composition C25H40N5O4S2Si2Ti at a distorted geometry, computed with ωB97M-V/def2-TZVPD.

```
! wB97M-V def2-TZVPD RIJCOSX def2/J DEFGRID3
* xyz -1 1
Ti -0.885 0.028 -0.116
C 2.282 -2.814 0.503
C 0.862 -2.368 0.239
N 0.539 -1.027 0.558
N 1.272 -0.514 1.640
C 1.326 -0.985 2.898
N 2.248 -0.326 3.689
S 0.502 -2.291 3.515
C -0.016 -3.206 -0.380
C 0.360 -4.501 -0.923
C -0.376 -5.116 -1.871
C -1.607 -4.531 -2.310
C -2.058 -3.444 -1.635
N -1.367 -2.845 -0.639
H 2.375 -3.276 1.486
H 2.954 -1.956 0.475
H 2.621 -3.526 -0.247
H 1.599 0.428 1.486
H 2.357 0.667 3.536
H 2.153 -0.576 4.658
H 1.276 -4.958 -0.580
H -0.051 -6.059 -2.293
H -2.199 -4.975 -3.095
H -3.033 -3.022 -1.844
C 1.852 2.555 7.345
C 1.145 2.296 6.041
C 1.485 3.000 4.889
C 0.826 2.756 3.692
C -0.177 1.803 3.642
C -0.538 1.102 4.781
C 0.127 1.346 5.970
S -1.106 1.582 2.124
O -2.158 2.560 2.245
O -1.508 0.178 2.122
N -0.085 1.847 0.920
C -0.582 2.964 0.102
C -1.998 2.599 -0.385
O -2.773 3.437 -0.790
O -2.216 1.313 -0.325
H 2.663 3.272 7.215
H 2.277 1.634 7.748
H 1.155 2.951 8.085
H 2.268 3.748 4.931
H 1.086 3.289 2.784
H -1.316 0.352 4.710
H -0.146 0.789 6.859
H 0.065 3.111 -0.764
H -0.652 3.896 0.662
C 1.496 0.472 -4.623
Si 1.219 0.019 -2.788
C 2.209 -1.595 -2.664
C 2.119 1.385 -1.817
C -0.551 -0.203 -2.223
Si -1.823 0.680 -3.304
C -1.414 2.497 -3.679
C -3.638 0.521 -2.772
C -1.871 -0.152 -5.026
H 2.553 0.677 -4.809
H 0.924 1.344 -4.946
H 1.205 -0.367 -5.261
H 3.127 -1.542 -3.254
H 1.613 -2.431 -3.041
H 2.474 -1.829 -1.636
H 3.198 1.356 -1.985
H 1.932 1.280 -0.745
H 1.767 2.375 -2.122
H -0.763 -1.268 -2.389
H -1.531 3.134 -2.802
H -2.095 2.877 -4.444
H -0.394 2.612 -4.051
H -3.880 1.204 -1.961
H -3.850 -0.496 -2.429
H -4.301 0.739 -3.612
H -0.901 -0.117 -5.525
H -2.599 0.341 -5.677
H -2.157 -1.205 -4.939
C -1.969 -1.776 0.132
H -1.906 -2.020 1.194
H -3.022 -1.698 -0.148
*
```

LUMO level ... 2.30 eV
Orbital gap ... 5.731 eV
Energy relative to the best compared isomer or geometry (same formula, charge and spin) ... 37.17 kcal per mole

Löwdin population analysis, charges in e, atoms 1 to 4: 0.97, -0.08, -0.32, -0.14